ORCA calculation (ωB97M-V/def2-TZVPD) on an isolated molecule of C4H6O2.

Computed properties:
E_HOMO   -9.01 eV
Energy relative to the best compared isomer or geometry (same formula, charge and spin)   3.338 eV
Largest force on an atom   1.29 eV/A
Net charge   0
Electronic energy   -8337.1231 eV

Last column: Mulliken charge in e.
Atoms and positions in Å:
O1 -0.39148 -0.89493 -2.09263  -0.59
C1 0.03919 -0.34997 -1.08737  0.67
C2 1.18815 -0.65562 -0.24918  -0.87
C3 -0.02220 0.04977 1.44078  -0.34
O2 -0.39696 1.15210 0.77239  -0.31
C4 -0.88682 0.70358 -0.52880  -0.34
H1 1.82437 0.13052 0.11475  0.31
H2 1.77681 -1.51598 -0.63276  0.33
H3 -0.74780 -0.75409 1.49371  0.28
H4 0.46678 0.29323 2.39967  0.27
H5 -0.94775 1.54777 -1.22072  0.30
H6 -1.86889 0.22822 -0.40710  0.28